Model a:
DFT (the ωB97M-V functional and the def2-TZVPD basis) results for a 2-piece molecular cluster, C5H16N2O2 overall.

Properties
net charge: 0
multiplicity: 1
HOMO level: -8.2 eV
M: 136.2 g/mol
SMILES: CN[C@H](CN)CCO.O

```
25
Properties=species:S:1:pos:R:3:nbo_charge:R:1
C -1.00909 1.97705 1.67874 -0.405
N -0.22672 0.75298 1.69206 -0.674
C -0.10856 -0.15628 0.57978 -0.034
C -1.15518 -1.30752 0.58251 -0.233
N -1.03055 -2.04403 -0.70457 -0.859
C 1.34141 -0.75255 0.55619 -0.451
C 2.13968 -0.13604 -0.60298 -0.054
O 2.23279 1.29755 -0.49239 -0.750
H -1.64613 2.06649 0.79883 0.190
H -0.30279 2.82456 1.63847 0.175
H -1.56951 2.08096 2.60112 0.198
H 0.00202 0.43238 2.60714 0.372
H -0.28001 0.48321 -0.30324 0.167
H -0.88330 -2.05873 1.32821 0.185
H -2.13081 -0.86549 0.77757 0.192
H -1.78742 -1.91717 -1.36197 0.361
H -0.16731 -1.79092 -1.17215 0.356
H 1.41548 -1.84511 0.51529 0.215
H 1.70829 -0.50584 1.55815 0.218
H 3.20005 -0.33808 -0.68887 0.199
H 1.56710 -0.33990 -1.51164 0.163
H 1.46251 1.81515 -0.26143 0.471
O -0.57178 -0.00255 -3.33874 -0.943
H -0.98567 0.08993 -2.47641 0.468
H -1.21451 0.23996 -3.99966 0.474
```

=====

Model b:
DFT (the ωB97M-V functional and the def2-TZVPD basis) results for a 2-piece molecular cluster, C5H16N2O2 overall.

Properties
net charge: 0
multiplicity: 1
HOMO level: -8.6 eV
M: 136.2 g/mol
SMILES: NCNCCCCO.O

```
25
Properties=species:S:1:pos:R:3:nbo_charge:R:1
N -2.71630 0.68893 -1.04991 -0.851
C -2.01944 -0.38080 -1.72956 -0.063
N -0.75635 -0.15263 -2.37807 -0.653
C 0.47472 -0.31950 -1.61277 -0.210
C 0.51088 0.29289 -0.18912 -0.467
C 0.26888 -0.73827 0.92708 -0.445
C 1.55943 -1.15760 1.61548 -0.061
O 2.28793 -0.02870 2.12379 -0.748
H -2.35176 0.92213 -0.14052 0.359
H -2.79890 1.53928 -1.59604 0.356
H -2.72055 -0.79851 -2.45133 0.182
H -1.87544 -1.17697 -0.99959 0.182
H -0.63345 0.65423 -2.96713 0.363
H 1.34202 -0.02737 -2.20794 0.200
H 0.68199 -1.39676 -1.53409 0.171
H 1.45871 0.80243 -0.02618 0.207
H -0.25927 1.06566 -0.24343 0.218
H -0.16214 -1.63545 0.47066 0.210
H -0.44134 -0.38291 1.68034 0.231
H 1.32144 -1.79032 2.47704 0.179
H 2.24334 -1.72618 0.99482 0.164
H 3.10682 0.07364 1.61857 0.474
O 0.10726 2.05098 2.47104 -0.942
H 0.84507 1.91301 3.08106 0.474
H 0.52645 1.70879 1.66580 0.469
```

=====

Energy ordering: model b at the bottom, the next structure 12.2 kcal/mol above.

=====

Model a:
DFT (the ωB97M-V functional and the def2-TZVPD basis) results for a 2-piece molecular cluster, C6H13N2O overall.

Properties
net charge: +1
multiplicity: 1
HOMO level: -13.3 eV
M: 129.2 g/mol

```
22
Properties=species:S:1:pos:R:3:nbo_charge:R:1
C -0.31054 0.35251 0.33506 0.322
C 0.28246 1.49590 2.29201 -0.249
C -1.08316 0.86667 2.49278 -0.220
C -0.88737 -2.10785 -1.04308 -0.708
C 1.42785 0.25448 -2.79901 -0.255
C 0.21059 -1.17402 -1.27801 0.415
N 0.64822 1.08697 0.90052 -0.605
N -1.29790 0.20767 1.15519 -0.580
O 0.25055 -0.55357 -2.40123 -0.444
H 0.37033 2.56134 2.33287 0.218
H 1.04036 1.22221 2.96652 0.216
H -1.10695 0.10608 3.15439 0.214
H -1.82612 1.53046 2.57143 0.218
H -1.79634 -1.54072 -1.31653 0.251
H -0.95768 -2.30622 -0.02985 0.231
H -0.67456 -3.08749 -1.46358 0.273
H 2.32067 -0.19507 -3.23716 0.223
H 1.66735 0.81207 -1.91144 0.187
H 1.17725 0.73217 -3.65812 0.223
H 1.05816 -1.22358 -0.51810 0.215
H 1.50908 1.49366 0.52611 0.426
H -2.02224 -0.53371 0.92922 0.429
```

=====

Model b:
DFT (the ωB97M-V functional and the def2-TZVPD basis) results for an isolated ion of composition C6H13N2O and charge +1.

Properties
net charge: +1
multiplicity: 1
HOMO level: -13.1 eV
M: 129.2 g/mol

```
22
Properties=species:S:1:pos:R:3:nbo_charge:R:1
C -1.05329 -0.76466 -0.02305 0.286
C 0.53628 1.26319 0.69831 -0.195
C 1.41363 0.26895 -0.00039 0.515
C 1.69047 0.36656 -1.39658 -0.762
C 2.10982 -0.75684 0.84884 -0.733
C -2.92084 0.87216 0.05801 -0.405
N -1.59862 0.43538 0.10675 -0.127
N -1.70188 -1.90278 -0.32020 -0.790
O -0.68467 1.50575 0.10486 -0.347
H 0.50493 1.05387 1.71688 0.207
H 1.03870 2.22211 0.48680 0.254
H 2.63360 0.88665 -1.45356 0.288
H 1.10451 1.21606 -1.78458 0.251
H 1.61932 -0.53066 -1.91097 0.277
H 1.38803 -0.88633 1.62998 0.252
H 3.08490 -0.23778 1.02419 0.278
H 2.51364 -1.68947 0.39536 0.273
H -3.08780 1.24497 1.02279 0.229
H -2.92113 1.59123 -0.75550 0.237
H -3.38525 -0.06392 -0.19349 0.201
H -1.11070 -2.62736 0.00933 0.420
H -2.74507 -1.88439 -0.15434 0.391
```

=====

Energy ordering: model a at the bottom, the next structure 47.7 kcal/mol above.

=====

Model a:
DFT (the ωB97M-V functional and the def2-TZVPD basis) results for a 2-piece molecular cluster, C5H17N2O overall.

Properties
net charge: +1
multiplicity: 1
HOMO level: -13.5 eV
M: 121.2 g/mol

```
25
Properties=species:S:1:pos:R:3:nbo_charge:R:1
C -0.91450 -1.07885 1.30954 -0.223
C -1.61122 -0.92713 -0.02639 -0.442
C -0.72856 -0.99430 -1.30738 -0.427
C -0.34481 0.35635 -1.99216 -0.427
C 0.66681 1.14827 -1.16939 -0.256
N 1.95565 0.44845 -0.83049 -0.663
N -0.84622 0.19490 2.12781 -0.874
H -1.46879 -2.00515 1.84625 0.218
H 0.21611 -1.30343 1.06401 0.179
H -2.32602 -1.74184 -0.26440 0.238
H -2.18059 -0.03230 0.16363 0.213
H -1.40534 -1.52011 -2.04933 0.239
H 0.04393 -1.73506 -1.08950 0.208
H 0.20308 0.38740 -2.97335 0.219
H -1.26560 0.95563 -2.11379 0.254
H 0.81764 2.17705 -1.66087 0.243
H 0.15190 1.50020 -0.20255 0.233
H 2.00219 0.14156 0.08199 0.472
H 2.05768 -0.26823 -1.55934 0.430
H 2.72847 1.02672 -0.97690 0.435
H -0.76762 -0.11517 3.03754 0.373
H -1.75218 0.76465 2.16748 0.378
H 0.83255 1.09007 1.92512 0.516
H 2.10204 0.74021 2.71677 0.500
O 1.83338 0.79011 1.77570 -1.034
```

=====

Model b:
DFT (the ωB97M-V functional and the def2-TZVPD basis) results for a 2-piece molecular cluster, C5H17N2O overall.

Properties
net charge: +1
multiplicity: 1
HOMO level: -13.7 eV
M: 121.2 g/mol

```
25
Properties=species:S:1:pos:R:3:nbo_charge:R:1
C 0.57542 0.90864 -1.54549 -0.272
N -0.80287 1.14002 -1.06726 -0.668
C -1.76955 0.43861 -1.98230 -0.447
C 1.54403 0.49152 -0.40912 -0.016
N 0.64534 0.02198 0.83219 -0.544
C 0.88610 0.83691 1.99595 -0.457
C 2.70585 -0.42237 -0.68364 -0.667
H 1.10809 1.68614 -2.13335 0.233
H 0.59366 0.16948 -2.40730 0.216
H -1.03168 2.11980 -1.09450 0.386
H -2.83400 0.34730 -1.62052 0.226
H -1.84855 0.89353 -2.99406 0.211
H -1.59866 -0.64971 -1.90151 0.207
H 1.75973 1.49566 0.02200 0.212
H 0.67579 -0.99483 0.94591 0.433
H -0.38418 0.12737 0.63454 0.470
H 1.08339 1.88265 1.78237 0.237
H 0.13357 0.76692 2.80471 0.250
H 1.69516 0.43534 2.62993 0.240
H 3.71287 0.08690 -0.56966 0.272
H 2.74879 -1.20977 0.10200 0.233
H 2.48002 -1.05104 -1.53652 0.247
H -4.16978 -3.23138 3.51875 0.480
H -4.25686 -3.09511 1.96803 0.473
O -3.65170 -3.19457 2.70884 -0.953
```

=====

Energy ordering: model a at the bottom, the next structure 9.1 kcal/mol above.

=====

Model a:
DFT (the ωB97M-V functional and the def2-TZVPD basis) results for an isolated ion of composition C8H10NO2 and charge -1.

Properties
net charge: -1
multiplicity: 1
HOMO level (alpha / beta): -3.5 / -3.5 eV
M: 152.2 g/mol

```
21
Properties=species:S:1:pos:R:3:nbo_charge:R:1
C -1.47350 -3.19333 -0.69199 -0.077
C -0.47881 -1.25867 -2.79407 0.732
C 1.49473 0.85990 -1.06128 -0.464
C -0.75770 0.24365 -0.53267 -0.461
C 1.50859 -0.39964 -0.24831 -0.243
C -0.27161 -1.08130 -1.19172 0.144
C 0.52629 0.68434 0.05265 -0.076
C 0.48060 1.43635 1.33498 -0.594
N -0.53966 -2.31922 -0.52680 -0.421
O -0.95477 -0.24100 -3.28930 -0.754
O -0.09100 -2.29194 -3.33139 -0.740
H -1.38705 -4.03275 0.12229 0.158
H -2.39435 -2.89766 -1.15017 0.149
H 2.24743 1.63757 -0.97018 0.189
H 0.94934 0.90338 -2.05243 0.235
H -1.11026 0.89464 -1.29510 0.239
H -1.52954 0.08375 0.18223 0.186
H 2.29926 -0.96409 0.27147 0.211
H -0.07431 2.38064 1.25750 0.190
H 1.49447 1.60089 1.60222 0.200
H -0.03304 0.82024 2.07792 0.196
```

=====

Model b:
DFT (the ωB97M-V functional and the def2-TZVPD basis) results for an isolated ion of composition C8H10NO2 and charge -1.

Properties
net charge: -1
multiplicity: 1
HOMO level: -3.3 eV
M: 152.2 g/mol
SMILES: CC1=C([O-])NCC2(CC2)C1=O

```
21
Properties=species:S:1:pos:R:3:nbo_charge:R:1
C -2.43016 -1.70348 -0.04694 -0.624
C -1.30157 -0.65178 -0.04447 -0.425
C -1.77294 0.69600 -0.07390 0.644
O -2.98323 1.03224 -0.08059 -0.732
N -0.82256 1.77485 -0.16266 -0.666
C 0.41041 1.52395 0.48482 -0.197
C 1.09865 0.24011 0.03363 -0.136
C 2.16286 0.08257 -1.01634 -0.424
C 2.49283 -0.10943 0.40218 -0.431
C -0.00494 -1.06694 0.04595 0.559
O 0.45400 -2.18848 0.16645 -0.705
H -2.26635 -2.60264 -0.57997 0.200
H -3.29699 -1.06464 -0.39575 0.236
H -2.74103 -1.97337 1.03279 0.174
H -1.26353 2.65133 -0.19644 0.385
H 0.37095 1.49694 1.65500 0.159
H 1.26336 2.25530 0.16176 0.174
H 2.66014 0.91123 -1.57290 0.187
H 2.18182 -0.80099 -1.65345 0.219
H 2.81942 -1.09427 0.84976 0.217
H 2.96886 0.59149 0.99106 0.188
```

=====

Energy ordering: model b at the bottom, the next structure 77.0 kcal/mol above.